The following is a DFT calculation (wB97M-V/def2-TZVPD) of a cluster of 5 separate species, C18H29NO17 in total in a non-equilibrium geometry.

Atoms and positions in Å:
1 O -3.443 -0.202 -2.892
2 O 5.470 2.927 2.632
3 O 3.418 -3.978 2.823
4 O 4.377 -2.244 1.226
5 O -6.337 6.278 0.203
6 O -2.841 -4.521 -1.266
7 O -1.269 -4.014 -2.862
8 O 1.224 -5.299 3.034
9 O 1.750 -3.539 1.293
10 O -6.269 5.685 -2.016
11 O 7.000 -4.778 3.047
12 O 4.336 2.929 4.630
13 O -0.590 -4.421 -0.813
14 O -4.183 1.954 -3.178
15 O -4.657 5.053 -0.506
16 O 5.290 4.818 3.735
17 O -2.718 0.936 -4.626
18 N 6.425 -1.191 2.748
19 C -0.878 -4.756 0.543
20 C -4.239 -0.287 -1.711
21 C -5.802 5.673 -0.888
22 C 4.093 -3.687 1.515
23 C -7.554 6.976 -0.051
24 C 2.878 -3.962 0.399
25 C 6.056 -5.449 2.352
26 C 5.470 -1.853 2.144
27 C 4.967 3.500 3.755
28 C -2.696 2.134 -5.399
29 C 5.252 -4.769 1.091
30 C 5.205 1.530 2.517
31 C 2.041 -4.388 2.496
32 C -3.516 0.994 -3.530
33 C -2.321 -3.892 -3.817
34 C -1.684 -4.337 -1.612
35 C 4.822 5.554 4.863
36 C -3.981 4.369 -1.560
37 H -1.352 -5.741 0.604
38 H -4.612 3.575 -1.973
39 H 5.662 0.981 3.347
40 H -1.874 -3.631 -4.781
41 H 6.047 -4.327 0.353
42 H 5.136 6.594 4.743
43 H -2.853 -4.842 -3.930
44 H 5.264 5.166 5.787
45 H 0.068 -4.795 1.089
46 H 2.971 -3.147 -0.436
47 H -5.299 -0.154 -1.950
48 H -3.081 3.910 -1.142
49 H 4.127 1.344 2.475
50 H 3.729 5.528 4.915
51 H -3.694 2.363 -5.785
52 H -3.011 -3.092 -3.530
53 H -1.511 -3.991 1.004
54 H 4.702 -5.665 0.532
55 H -8.328 6.286 -0.403
56 H -2.027 1.975 -6.249
57 H -7.892 7.420 0.890
58 H -3.911 0.451 -0.972
59 H 5.652 1.177 1.584
60 H -4.104 -1.285 -1.285
61 H 2.649 -5.073 0.098
62 H -3.678 5.071 -2.343
63 H 5.828 -6.589 2.622
64 H -2.307 2.969 -4.807
65 H -7.394 7.782 -0.774

Output
SMILES: N#CO[C@]1(CC=O)COC(=O)O1.COC(=O)OC.COC(=O)OC.COC(=O)OC.COC(=O)OC
Kohn-Sham gap: 10.135 eV
HOMO: -10.7 eV

Here are the Löwdin charges for atoms 1 to 8, given in e: number 1, O, carries -0.0143; number 2, O, carries -0.0084; number 3, O, carries 0.0522; number 4, O, carries -0.0080; number 5, O, carries -0.0130; number 6, O, carries 0.1070; number 7, O, carries -0.0116; number 8, O, carries 0.0689


The following is a DFT calculation (wB97M-V/def2-TZVPD) of a structure of composition C18H29NO3 in a non-equilibrium geometry.

Atoms and positions in Å:
1 O -3.071 -0.491 0.934
2 O 0.379 1.840 -1.265
3 O -2.616 -1.608 2.855
4 N 1.259 0.618 0.357
5 C 0.924 0.600 -0.969
6 C 0.399 0.734 -3.986
7 C 2.472 -0.595 -2.464
8 C 1.272 1.682 1.218
9 C 2.887 0.461 -3.409
10 C 1.129 -0.605 -2.025
11 C 2.157 -0.638 0.931
12 C -0.068 -1.553 2.039
13 C 0.250 -0.362 -2.914
14 C -2.291 -0.955 1.862
15 C 0.537 1.282 2.412
16 C 1.753 0.832 -4.618
17 C -4.643 -1.007 0.989
18 C -0.997 -0.303 1.607
19 C 1.435 0.287 3.089
20 C -5.360 0.002 1.620
21 C 1.539 -0.877 2.401
22 C -0.812 0.873 2.506
23 H -0.865 -0.108 0.518
24 H -0.013 -2.207 1.383
25 H 0.235 -1.433 -3.609
26 H 0.887 -1.648 -1.352
27 H -0.254 -2.005 3.010
28 H 0.605 2.183 3.398
29 H 2.491 0.588 3.294
30 H -0.310 0.735 -4.944
31 H 3.965 0.561 -3.632
32 H -4.893 -1.077 -0.102
33 H -1.202 0.651 3.640
34 H -1.367 1.614 2.103
35 H 3.076 -0.582 -1.652
36 H 2.147 -1.862 2.789
37 H 2.146 -1.629 0.072
38 H -5.103 0.268 2.582
39 H -5.259 1.091 1.082
40 H 1.152 -0.126 4.238
41 H 0.697 2.376 0.576
42 H -4.822 -1.946 1.453
43 H 2.840 1.605 -2.712
44 H 1.989 -0.363 -5.065
45 H 0.360 1.626 -3.488
46 H 3.231 -0.314 1.079
47 H 2.627 -1.309 -2.893
48 H 2.173 1.553 -5.195
49 H 2.317 1.940 1.566
50 H -1.035 -0.200 -2.746
51 H -6.348 -0.196 1.438

Output
relative energy (zero: lowest compared OMol25 entry of this formula, charge and spin): 384.0 kcal per mole
Kohn-Sham gap: 9.297 eV
HOMO: -8.8 eV

Here are the Löwdin charges for atoms 1 to 8, given in e: number 1, O, carries 0.0344; number 2, O, carries -0.0993; number 3, O, carries 0.0777; number 4, N, carries -0.0621; number 5, C, carries -0.2002; number 6, C, carries -0.2400; number 7, C, carries -0.2305; number 8, C, carries -0.1710


The following is a DFT calculation (wB97M-V/def2-TZVPD) of a structure of composition C18H29NZn.

Atoms and positions in Å:
1 Zn -0.443 0.017 0.495
2 N -0.447 -1.118 -2.346
3 C -0.963 -3.778 1.674
4 C -2.248 3.110 3.221
5 C -2.254 2.327 1.902
6 C -0.438 -0.695 -1.276
7 C -0.332 0.458 2.523
8 C -1.663 0.923 2.080
9 C -2.885 -3.259 3.185
10 C -1.675 -1.411 2.075
11 C -0.415 -0.991 2.511
12 C 0.457 1.304 4.731
13 C -1.532 3.113 0.797
14 C 0.833 1.139 3.249
15 C -3.723 2.228 1.466
16 C -3.103 -2.952 0.712
17 C -2.424 -0.245 1.811
18 C -2.149 -2.840 1.905
19 C 1.252 2.488 2.662
20 C 2.081 0.243 3.191
21 H -0.405 1.955 4.864
22 H -3.999 -2.347 0.858
23 H 1.953 -0.683 3.748
24 H -1.248 3.349 3.573
25 H -3.423 -3.989 0.592
26 H -3.741 -2.608 3.372
27 H -3.423 -0.238 1.410
28 H -2.782 4.053 3.087
29 H -2.222 -3.204 4.050
30 H -1.320 -4.801 1.542
31 H -0.407 -3.496 0.778
32 H 0.399 -1.642 2.784
33 H 2.349 -0.005 2.161
34 H 1.547 2.380 1.615
35 H -1.682 2.622 -0.169
36 H -2.755 2.542 4.002
37 H -4.331 1.713 2.211
38 H -3.830 1.713 0.511
39 H 0.476 3.245 2.722
40 H 1.295 1.728 5.288
41 H 2.115 2.866 3.212
42 H -4.123 3.236 1.344
43 H -0.462 3.202 0.970
44 H 0.213 0.333 5.167
45 H -3.249 -4.286 3.095
46 H -2.619 -2.634 -0.213
47 H 2.923 0.774 3.637
48 H -0.278 -3.776 2.523
49 H -1.944 4.122 0.719

Output
relative energy (zero: lowest compared OMol25 entry of this formula, charge and spin): 0.0 kcal per mole
Kohn-Sham gap: 9.060 eV
HOMO: -8.7 eV

Here are the Löwdin charges for atoms 1 to 8, given in e: number 1, Zn, carries 0.7915; number 2, N, carries -0.0171; number 3, C, carries -0.0501; number 4, C, carries -0.0414; number 5, C, carries -0.5363; number 6, C, carries -0.3357; number 7, C, carries -0.2288; number 8, C, carries -0.1898